20
Properties=species:S:1:pos:R:3 method="wB97M-V/def2-TZVPD" multiplicity=1 homo_energy_ev=-3.972 mol_weight_da=141.16 lumo_ha=0.117 charge=-1
S -1.449 1.115 2.324
H -1.115 2.136 1.518
H -0.541 1.840 -2.590
H -1.385 1.883 -1.352
O -1.105 2.441 -2.088
H 0.446 -0.512 -1.247
H -0.293 -1.200 -2.354
O 0.139 -0.362 -2.170
H 3.360 -0.137 -0.543
H 2.327 0.173 -1.657
O 3.107 0.512 -1.203
H 0.320 -2.412 0.334
H 1.180 -1.227 0.734
O 0.982 -1.815 -0.031
H -3.475 -0.121 0.727
H -2.392 -0.798 1.389
O -3.205 -1.035 0.888
H 0.519 -0.625 2.784
H 1.256 0.554 2.245
O 1.323 -0.409 2.293